1.
This record from the OMol25 dataset describes one molecule with the formula C3H6N2OS at a distorted geometry. The level of theory is ωB97M-V/def2-TZVPD.

Summary:
Gap between HOMO and LUMO (eV): 9.459
Spin multiplicity: 1
DFT total energy (eV): -19070.631
ΔE to the lowest compared entry with this formula, charge and spin (kcal per mole): 35.42
SMILES string: C/N=C(/N)C(=O)S
Highest occupied orbital energy (eV): -9.30
Charge: 0

Geometry as XYZ:
```
13
Properties=species:S:1:pos:R:3:lowdin_charge:R:1
C -1.303 -1.245 0.841 -0.143
C 0.137 -0.166 -0.636 -0.465
C 0.583 0.760 0.523 -0.672
H -1.580 -0.285 1.263 0.070
H -2.244 -1.801 0.701 0.074
H -0.711 -1.820 1.543 0.079
H 1.626 0.509 -2.003 0.095
H 0.343 -0.523 -2.598 0.115
H 1.493 2.758 1.112 -0.103
N -0.704 -1.110 -0.478 0.043
N 0.694 0.090 -1.849 0.076
O 0.626 0.439 1.696 0.018
S 1.040 2.393 -0.114 0.815
```

2.
This record from the OMol25 dataset describes a 3-piece molecular cluster, C22H30Cl2F9IO8S3 overall at a distorted geometry. The level of theory is ωB97M-V/def2-TZVPD.

Summary:
Gap between HOMO and LUMO (eV): 7.739
Spin multiplicity: 1
DFT total energy (eV): -129785.715
SMILES string: CC[C@H](I)C1=CC(=O)C(/C(Cl)=C(\C)Cl)=C(CCC(F)(F)C(F)(F)S(F)(F)(F)(F)F)C1=O.CCOS(C)(=O)=O.CCOS(C)(=O)=O
Highest occupied orbital energy (eV): -9.30
Charge: 0

Geometry as XYZ:
```
75
Properties=species:S:1:pos:R:3:lowdin_charge:R:1
C 1.263 -2.765 -0.157 -0.106
C 1.873 -2.007 1.050 -0.267
C 1.111 -0.724 1.458 -0.643
I -0.934 -1.139 2.042 0.941
C 1.244 0.404 0.467 -0.187
C 2.104 1.360 0.736 0.086
C 2.266 2.533 -0.168 -0.331
O 2.949 3.425 0.189 0.158
C 1.529 2.573 -1.482 -0.126
C 1.819 3.750 -2.339 -0.662
Cl 2.924 3.706 -3.691 0.722
C 1.237 4.885 -2.044 -0.715
C 0.297 5.001 -0.869 -0.066
Cl 1.543 6.326 -2.975 0.671
C 0.667 1.632 -1.786 -0.072
C -0.115 1.662 -3.075 -0.067
C -0.049 0.359 -3.899 -0.037
C 1.126 0.255 -4.901 -0.477
F 1.306 1.450 -5.459 0.129
F 0.677 -0.555 -5.886 0.110
C 2.399 -0.301 -4.224 -0.478
F 2.136 -1.205 -3.310 0.148
F 2.943 0.699 -3.566 0.117
S 3.731 -1.010 -5.362 0.783
F 4.753 0.142 -4.965 -0.134
F 4.293 -1.900 -4.159 -0.140
F 2.800 -2.220 -5.765 -0.119
F 3.271 -0.124 -6.581 -0.111
F 4.863 -1.633 -6.276 -0.118
C 0.437 0.531 -0.784 -0.268
O -0.455 -0.243 -0.998 0.020
H 0.287 -2.395 -0.469 0.036
H 1.107 -3.803 0.160 0.070
H 1.990 -2.812 -0.973 0.067
H 1.800 -2.658 1.929 0.085
H 2.938 -1.776 0.942 0.117
H 1.589 -0.390 2.380 0.076
H 2.680 1.312 1.655 0.140
H -0.113 6.007 -0.771 0.076
H -0.497 4.250 -0.888 0.079
H 0.869 4.829 0.051 0.085
H -1.160 1.751 -2.750 0.104
H 0.098 2.574 -3.630 0.126
H -0.139 -0.543 -3.295 0.121
H -0.931 0.363 -4.549 0.138
O -2.971 2.949 -1.264 -0.285
S -4.023 1.974 -1.338 0.577
O -5.085 2.109 -2.285 -0.269
O -4.645 1.779 0.117 -0.259
C -5.154 2.938 0.801 -0.251
C -6.469 3.421 0.219 -0.075
C -3.313 0.374 -1.501 -0.116
H -4.405 3.733 0.798 0.115
H -5.305 2.638 1.837 0.122
H -6.343 3.784 -0.800 0.069
H -6.872 4.238 0.819 0.082
H -7.196 2.609 0.188 0.085
H -2.528 0.261 -0.764 0.034
H -2.900 0.302 -2.505 0.069
H -4.089 -0.376 -1.366 0.085
O 1.372 -3.494 4.775 -0.288
S 0.125 -3.942 5.318 0.544
O -0.861 -3.013 5.774 -0.285
O 0.420 -4.997 6.478 -0.262
C 1.265 -4.590 7.570 -0.253
C 0.566 -3.630 8.514 -0.075
C -0.636 -5.054 4.184 -0.120
H 2.192 -4.160 7.184 0.115
H 1.528 -5.499 8.107 0.121
H 0.340 -2.684 8.023 0.069
H 1.199 -3.417 9.376 0.082
H -0.378 -4.051 8.859 0.085
H 0.098 -5.785 3.855 0.076
H -0.986 -4.461 3.340 0.053
H -1.478 -5.536 4.676 0.076
```

3.
This record from the OMol25 dataset describes a 4-piece molecular cluster, C23H55N6O9 overall at a distorted geometry. The level of theory is ωB97M-V/def2-TZVPD.

Summary:
Gap between HOMO and LUMO (eV): 4.951
Spin multiplicity: 1
DFT total energy (eV): -52101.614
ΔE to the lowest compared entry with this formula, charge and spin (kcal per mole): 22.17
Highest occupied orbital energy (eV): -2.54
Charge: -1

Geometry as XYZ:
```
93
Properties=species:S:1:pos:R:3:lowdin_charge:R:1
C -1.803 -3.284 0.710 -0.028
C -0.825 -2.939 1.916 -0.400
O -1.337 -2.903 3.070 -0.007
N 0.585 -2.608 1.810 -0.149
C 1.323 -3.485 0.880 -0.114
C 0.835 -1.144 1.564 -0.273
C 0.391 -0.688 0.089 -0.242
N 1.660 -0.440 -0.699 -0.059
O -0.035 -0.329 2.454 -0.201
N 0.731 0.096 3.531 -0.051
O 1.418 1.007 3.173 -0.015
H -2.310 -2.382 0.253 0.082
H -1.338 -3.853 -0.143 0.059
H -2.608 -3.963 1.130 0.058
H 2.026 -2.888 0.239 0.065
H 0.682 -4.176 0.265 0.064
H 1.985 -4.160 1.521 0.080
H -0.173 -1.485 -0.480 0.085
H -0.148 0.304 0.178 0.071
H 2.466 -0.790 -0.173 0.026
H 1.596 -0.936 -1.598 0.038
C -0.224 2.740 -0.310 -0.113
O -1.405 2.436 -1.043 -0.197
C -2.581 2.994 -0.468 -0.214
C -3.144 4.081 -1.378 -0.213
N -2.281 5.262 -1.372 -0.051
C -2.620 6.246 -2.398 -0.206
C -2.455 5.820 -3.862 -0.230
O -1.105 5.602 -4.247 -0.187
C -0.614 4.295 -3.981 -0.091
H 0.599 2.171 -0.743 0.075
H 0.016 3.804 -0.389 0.067
H -0.330 2.455 0.741 0.088
H -2.411 3.365 0.547 0.124
H -3.314 2.183 -0.403 0.119
H -4.143 4.363 -1.030 0.118
H -3.234 3.658 -2.385 0.100
H -1.322 4.969 -1.518 0.064
H -1.971 7.111 -2.226 0.114
H -3.648 6.589 -2.235 0.113
H -2.808 6.652 -4.480 0.115
H -3.083 4.963 -4.126 0.107
H -1.395 3.533 -4.047 0.090
H -0.134 4.259 -2.999 0.062
H 0.153 4.066 -4.722 0.088
C 4.392 8.674 0.153 -0.117
O 4.895 8.134 -1.057 -0.199
C 6.129 7.436 -0.892 -0.216
C 5.936 5.942 -1.136 -0.215
N 5.169 5.330 -0.054 -0.055
C 4.743 3.956 -0.336 -0.189
C 3.758 3.747 -1.493 -0.211
O 2.470 4.298 -1.259 -0.193
C 2.335 5.665 -1.607 -0.092
H 3.527 9.293 -0.088 0.088
H 4.066 7.879 0.830 0.079
H 5.142 9.299 0.646 0.084
H 6.585 7.629 0.084 0.119
H 6.811 7.825 -1.655 0.116
H 6.916 5.460 -1.199 0.120
H 5.429 5.826 -2.101 0.102
H 4.343 5.889 0.121 0.066
H 4.268 3.584 0.576 0.124
H 5.630 3.337 -0.503 0.116
H 3.604 2.668 -1.592 0.122
H 4.159 4.081 -2.457 0.108
H 2.970 5.947 -2.451 0.091
H 2.549 6.302 -0.743 0.074
H 1.294 5.841 -1.886 0.075
C -2.960 -5.936 3.043 -0.119
O -2.440 -6.483 1.843 -0.211
C -1.206 -7.171 2.030 -0.204
C -1.390 -8.667 1.787 -0.210
N -2.172 -9.280 2.859 -0.053
C -2.589 -10.653 2.573 -0.204
C -3.555 -10.866 1.400 -0.229
O -4.848 -10.318 1.613 -0.184
C -4.979 -8.950 1.261 -0.098
H -3.824 -5.320 2.791 0.090
H -3.292 -6.725 3.726 0.075
H -2.216 -5.304 3.534 0.080
H -0.766 -6.972 3.012 0.128
H -0.515 -6.782 1.276 0.118
H -0.407 -9.146 1.740 0.120
H -1.882 -8.787 0.815 0.101
H -3.002 -8.723 3.020 0.067
H -3.077 -11.025 3.479 0.115
H -1.697 -11.270 2.421 0.114
H -3.704 -11.946 1.300 0.116
H -3.139 -10.532 0.444 0.108
H -4.331 -8.669 0.427 0.089
H -4.780 -8.312 2.126 0.073
H -6.015 -8.777 0.965 0.086
```